C39H74AlF2O14Si as an isolated structure. Source: the OMol25 dataset; level of theory: ωB97M-V/def2-TZVPD.

```
131
Properties=species:S:1:pos:R:3:forces:R:3:lowdin_charge:R:1
C -5.10383 0.14373 -2.66919 0.1 -0.4 0.1 -0.17
Si -3.62199 -0.83241 -2.04436 -0.3 0.3 0.5 0.59
C -4.00381 -1.36632 -0.29299 0.4 -0.2 -0.2 -0.17
C -2.07986 0.23575 -2.17177 0.1 -0.4 -0.2 -0.25
C -1.07906 0.26875 -1.00618 0.0 0.3 -0.3 -0.21
C -1.36225 1.30535 0.09657 0.0 -0.2 0.2 -0.54
F -2.30147 2.22453 -0.41565 0.1 0.1 0.1 -0.08
F -0.16466 2.07794 0.16265 -0.1 0.1 0.0 -0.11
Al -1.81436 0.67231 2.03247 -0.4 -0.1 0.0 0.29
C -3.43805 -2.43094 -3.03751 0.0 -0.2 -0.4 -0.23
C -2.20591 -3.05731 -3.29130 -0.4 -0.1 -0.2 -0.08
C -2.13124 -4.26448 -3.99038 -0.6 0.0 0.1 -0.09
C -3.30337 -4.87470 -4.44860 0.0 0.4 0.2 -0.11
C -4.53828 -4.26270 -4.22675 0.4 0.3 0.3 -0.10
C -4.59928 -3.05506 -3.52542 0.4 -0.4 -0.1 -0.10
H -5.40085 -0.08298 -3.68922 0.1 0.2 -0.1 0.01
H -5.96192 -0.08903 -2.03743 -0.1 0.0 0.0 0.03
H -4.92324 1.21201 -2.55720 0.0 0.1 -0.1 0.03
H -3.07951 -1.65481 0.21240 0.0 0.1 0.2 0.01
H -4.62475 -2.26334 -0.31382 -0.2 0.1 0.0 0.03
H -4.47742 -0.57656 0.28457 0.0 0.0 0.1 0.01
H -1.53553 -0.12472 -3.05181 0.0 0.0 -0.1 0.06
H -2.41607 1.23819 -2.42584 0.1 0.1 0.1 0.05
H -0.95494 -0.72051 -0.56573 -0.1 0.0 0.1 0.08
H -0.10804 0.54126 -1.42585 0.1 0.0 0.1 0.10
H -3.43896 0.68777 2.22844 0.0 0.0 -0.1 -0.14
H -1.16814 1.69494 3.08059 0.2 0.3 -0.1 -0.12
H -1.29570 -0.87366 2.11307 0.1 0.1 -0.1 -0.12
H -1.28766 -2.60401 -2.93819 0.0 0.0 0.0 0.10
H -1.17437 -4.73744 -4.14948 0.2 0.0 0.0 0.07
H -3.27088 -5.81834 -4.97874 0.1 0.0 0.0 0.08
H -5.45118 -4.72406 -4.57892 0.0 0.0 0.0 0.09
H -5.56891 -2.60353 -3.35226 0.0 0.1 0.0 0.10
O 0.03526 1.04235 5.37402 -0.1 -0.2 0.4 0.07
C 1.20598 1.21827 5.19403 0.3 -0.1 -0.1 -0.53
O 1.78365 0.67425 4.10161 -0.1 0.1 -0.1 -0.01
C 3.10838 1.02147 3.68567 0.2 0.0 0.0 -0.23
C 4.15667 0.22554 4.43063 0.0 0.1 0.1 -0.07
C 2.06256 2.00670 6.15812 0.0 0.3 -0.1 0.01
H 3.27239 2.09796 3.78008 0.0 0.0 0.0 0.10
H 3.13301 0.79338 2.62098 -0.1 -0.1 0.0 0.13
H 4.12085 0.43554 5.49774 0.0 0.0 0.0 0.06
H 5.15219 0.45887 4.05710 -0.1 0.0 0.0 0.05
H 3.97584 -0.84030 4.30948 0.0 0.0 0.0 0.08
H 2.45729 1.36203 6.94415 0.0 -0.2 -0.1 0.08
H 1.42632 2.76339 6.60515 0.0 -0.1 0.1 0.08
H 2.88651 2.52195 5.67414 0.1 0.0 0.1 0.07
O -7.65647 0.79779 -4.28567 -0.2 -0.1 0.0 0.10
C -7.75964 1.56122 -5.20299 0.1 0.3 0.1 -0.52
O -6.65533 1.85785 -5.91907 0.0 -0.2 -0.1 0.00
C -6.69101 2.63051 -7.12485 0.0 0.1 -0.2 -0.23
C -6.65162 4.11789 -6.85376 -0.2 0.0 0.2 -0.07
C -9.05995 2.26979 -5.51514 -0.1 -0.2 -0.2 0.01
H -7.54967 2.34572 -7.73630 0.0 0.0 0.0 0.11
H -5.79744 2.32963 -7.66828 0.0 0.0 0.1 0.11
H -7.53316 4.44552 -6.30032 -0.1 0.0 0.0 0.07
H -6.60356 4.67303 -7.79008 0.1 0.0 0.0 0.08
H -5.77053 4.36488 -6.26680 0.0 0.0 -0.1 0.07
H -9.11480 3.17096 -4.90581 0.0 0.0 0.0 0.09
H -9.87402 1.60799 -5.23214 0.0 0.0 0.1 0.09
H -9.18402 2.53994 -6.56023 0.1 0.1 0.0 0.07
O 1.87657 4.99357 5.70598 0.1 0.3 0.1 0.07
C 1.39010 4.94056 4.60775 -0.1 -0.1 -0.2 -0.53
O 2.20349 4.68567 3.56263 0.1 0.0 0.2 -0.02
C 1.69250 4.33492 2.26568 -0.2 -0.1 -0.2 -0.23
C 1.36298 5.55428 1.43055 0.1 0.1 0.1 -0.06
C -0.08242 5.17041 4.36823 0.0 -0.2 0.0 0.02
H 0.84619 3.65426 2.35846 0.0 0.0 0.0 0.10
H 2.49751 3.76760 1.80230 0.0 0.0 0.0 0.12
H 0.56291 6.14368 1.87854 0.0 0.0 0.0 0.07
H 1.04627 5.24914 0.43324 0.0 -0.1 0.0 0.08
H 2.23943 6.19763 1.34010 0.0 0.0 0.0 0.08
H -0.24882 6.23988 4.23611 0.0 0.0 0.0 0.09
H -0.61688 4.83697 5.25318 0.0 0.1 0.1 0.09
H -0.48502 4.63416 3.51374 0.0 0.0 0.0 0.07
O -3.97392 4.97944 -7.99931 0.1 0.1 -0.1 0.09
C -3.15345 4.20139 -7.59013 0.1 0.1 0.2 -0.52
O -3.57849 3.05075 -7.04091 0.1 0.0 -0.1 -0.02
C -2.68339 1.97342 -6.71238 0.1 -0.2 0.1 -0.21
C -2.04014 2.12238 -5.35195 -0.1 0.2 0.0 -0.05
C -1.67572 4.51758 -7.61142 0.0 -0.1 -0.2 0.02
H -1.94309 1.85275 -7.50482 0.0 0.0 0.0 0.11
H -3.31411 1.08630 -6.73029 -0.1 0.0 0.0 0.13
H -1.40634 3.00764 -5.29226 0.1 0.0 0.0 0.07
H -1.43182 1.24708 -5.12819 0.0 0.0 0.0 0.08
H -2.80580 2.21416 -4.58275 0.0 -0.1 0.0 0.08
H -1.42923 5.06730 -6.70383 0.0 0.0 0.0 0.10
H -1.48414 5.15626 -8.46939 -0.1 0.1 0.1 0.09
H -1.03271 3.64519 -7.68118 0.0 0.0 0.1 0.07
O 3.60003 -1.81923 6.66892 0.1 -0.1 0.0 0.12
C 3.15276 -2.01977 7.75972 0.0 0.0 0.1 -0.51
O 2.90642 -0.95087 8.55281 0.0 0.0 0.0 -0.01
C 2.18009 -1.04733 9.77813 -0.1 0.0 0.1 -0.24
C 3.07024 -1.42009 10.94632 0.1 0.0 -0.1 -0.07
C 2.91889 -3.41416 8.29470 -0.3 0.0 -0.1 0.01
H 1.33561 -1.72897 9.67147 0.0 0.0 0.0 0.11
H 1.76315 -0.05266 9.92583 0.0 0.0 0.0 0.12
H 3.50770 -2.41049 10.81825 0.0 0.0 0.0 0.06
H 2.49766 -1.41539 11.87447 0.0 0.0 0.0 0.08
H 3.88776 -0.70481 11.03560 0.0 0.0 0.0 0.08
H 3.84393 -3.77082 8.74714 0.0 0.0 0.0 0.09
H 2.67335 -4.05226 7.45061 0.1 0.0 0.0 0.09
H 2.11487 -3.48661 9.02231 0.1 0.0 0.1 0.07
O 1.06884 -5.69063 -3.65610 0.0 0.1 -0.1 0.11
C 0.85791 -6.84786 -3.43316 0.0 -0.1 -0.1 -0.52
O 1.59468 -7.46132 -2.48037 0.0 0.0 0.1 0.00
C 1.29704 -8.77209 -1.99854 0.0 -0.1 0.0 -0.24
C 1.91984 -9.85563 -2.85497 0.0 0.1 -0.1 -0.07
C -0.14411 -7.65253 -4.23060 -0.2 0.1 0.2 0.02
H 0.22038 -8.90593 -1.88750 0.0 0.0 0.0 0.11
H 1.72208 -8.79598 -0.99664 0.0 0.0 0.0 0.12
H 1.51734 -9.84820 -3.86792 0.0 0.0 0.0 0.07
H 1.73204 -10.83724 -2.41861 0.0 0.0 0.0 0.08
H 2.99671 -9.70339 -2.92433 0.0 0.0 0.0 0.08
H 0.35353 -8.03905 -5.11966 0.0 0.0 0.0 0.10
H -0.93997 -6.98085 -4.54029 0.1 0.0 -0.1 0.07
H -0.59218 -8.47867 -3.68502 0.1 -0.1 0.0 0.07
O 6.58954 0.62136 2.38329 0.1 0.0 -0.2 0.11
C 7.71954 0.98674 2.52573 0.0 0.1 0.2 -0.51
O 8.71835 0.09989 2.30373 0.0 0.0 -0.1 0.00
C 10.09331 0.48114 2.27469 0.1 0.0 0.0 -0.25
C 10.71611 0.49407 3.65568 -0.1 0.0 0.1 -0.07
C 8.05185 2.37405 3.02714 0.0 0.1 -0.3 0.02
H 10.21831 1.43581 1.76164 0.0 0.0 0.0 0.11
H 10.57285 -0.27525 1.65519 0.0 0.0 0.0 0.12
H 10.24761 1.23755 4.30016 0.0 0.0 0.0 0.07
H 11.78105 0.71979 3.58903 0.0 0.0 0.0 0.08
H 10.59296 -0.47967 4.12890 0.0 0.0 0.0 0.08
H 8.03876 2.35789 4.11669 0.0 0.0 0.0 0.10
H 7.27073 3.04586 2.68277 -0.1 0.0 0.1 0.09
H 9.00979 2.75952 2.68748 0.0 0.0 0.1 0.07
```
Forces are in eV/Å.

Output
**E_HOMO**: -0.17772 Ha
**Kohn-Sham gap**: 6.9 eV
**Charge**: -1
**DFT total energy**: -90219.5047 eV